Record 1
A molecular structure, C5H8F3NO at a distorted geometry. Source: the Open Molecules 2025 dataset; level of theory: ωB97M-V/def2-TZVPD.

```
18
Properties=species:S:1:pos:R:3
C -1.625 0.245 -0.117
C -0.635 -0.936 -0.489
C -0.841 1.495 -0.737
C 0.728 -0.441 -0.082
C 1.115 -0.524 1.411
N 0.471 1.397 -0.226
O 1.734 -0.874 -0.948
F 0.750 -1.690 2.025
F 2.480 -0.458 1.568
F 0.640 0.454 2.142
H -2.481 -0.111 -0.652
H -1.808 0.280 0.892
H -1.018 -1.716 0.119
H -0.600 -1.223 -1.476
H -1.060 1.567 -1.868
H -1.345 2.485 -0.251
H 1.281 1.614 -0.821
H 2.213 -1.562 -0.488
```

Its net charge is 0. The energy relative to the best compared isomer or geometry (same formula, charge and spin) is 117.83 kJ/mol. Its HOMO-LUMO gap is 9.990 eV. The energy comes out at -624.84963 Ha.

***

Record 2
2 unconnected molecules or ions with the total composition CH4NO3 at a distorted geometry. Source: the Open Molecules 2025 dataset; level of theory: ωB97M-V/def2-TZVPD.

```
9
Properties=species:S:1:pos:R:3
C 0.012 0.841 0.919
N 0.946 -0.331 0.800
O 1.625 -0.445 -0.282
O -0.792 -1.324 -1.844
O -1.382 -1.082 -0.543
H 0.397 1.503 1.731
H 0.080 1.377 -0.062
H -0.965 0.489 0.991
H 0.080 -1.029 -1.711
```

Its net charge is -1. The energy relative to the best compared isomer or geometry (same formula, charge and spin) is 791.51 kJ/mol. Its HOMO-LUMO gap (spin up / spin down) is 6.066 / 6.067 eV. The energy comes out at -320.77526 Ha.

***

> Which value of energy relative to the best compared isomer or geometry (same formula, charge and spin) does entry 1 give?

117.83 kJ/mol